Computed, not measured: a 3-piece molecular cluster, C17H30NO14S2 overall, with the ωB97M-V functional and the def2-TZVPD basis.

Computed properties:
Largest force on an atom = 6.6 eV Å⁻¹
Energy above the lowest of the compared OMol25 structures with the same formula, charge and spin = 3.007 eV
Charge = -1
E_LUMO = 1.772 eV
Frontier orbital gap = 5.62 eV

Element x y z (Å)
C  -3.63742  2.89467  1.33696
C  -2.84182  2.85554  -0.06957
C  -1.64520  1.77187  -0.03215
O  -0.92858  1.78451  1.25541
N  0.39217  1.58352  0.92339
C  1.18903  0.99044  2.03313
C  2.74138  1.36308  1.70589
C  3.08284  1.25034  0.12432
O  3.75629  2.19547  -0.39348
O  2.71721  0.14098  -0.71313
C  1.90655  0.53973  -1.82212
C  2.47804  1.35096  -3.10543
O  0.68219  0.24245  -1.89063
C  0.87801  1.57211  3.49496
O  -0.25023  1.43460  4.10504
O  1.87768  2.23333  4.23161
C  1.13671  -0.61439  2.13596
C  1.55296  -1.12536  3.62842
C  -0.28822  -1.27995  1.81679
C  -0.27441  -1.90950  0.32056
H  -3.05578  3.61417  2.01623
H  -4.68615  3.33200  1.14466
H  -3.70931  1.84592  1.80337
H  -2.46175  3.90236  -0.36174
H  -3.56914  2.52868  -0.89495
H  -0.87058  2.13285  -0.81354
H  -1.97120  0.72443  -0.34385
H  0.78030  2.54962  0.80515
H  3.01521  2.42624  2.00335
H  3.42973  0.58205  2.20990
H  2.42393  0.71240  -4.06660
H  3.55417  1.63555  -2.84851
H  1.87406  2.31745  -3.25556
H  1.95097  -1.03350  1.43595
H  2.50296  -0.59499  3.97945
H  0.70007  -0.99514  4.38200
H  1.80346  -2.25290  3.60452
H  -0.38444  -2.19319  2.52395
H  -1.19229  -0.62262  2.03430
H  0.80428  -2.09830  -0.05210
H  -0.86779  -1.28359  -0.42551
H  -0.74600  -2.96437  0.39809
C  -6.48742  0.92922  -3.99380
C  -6.95717  -0.31488  -3.25499
O  -5.97265  -0.54141  -2.24803
S  -5.37294  0.88760  -1.76120
O  -6.05666  1.27754  -0.56499
O  -3.94892  0.83246  -1.86287
O  -5.94620  1.78443  -2.98773
H  -5.68971  0.68966  -4.70270
H  -7.30183  1.42864  -4.52009
H  -7.04254  -1.18110  -3.91130
H  -7.91581  -0.14005  -2.75736
C  5.94696  -3.63446  -0.77218
C  5.02626  -2.46794  -0.44874
O  3.78408  -3.06701  -0.08054
S  4.07607  -4.49177  0.63911
O  4.04412  -4.29555  2.05741
O  3.30498  -5.50019  -0.02308
O  5.62791  -4.64428  0.18478
H  5.74263  -4.03368  -1.76987
H  7.00032  -3.36083  -0.70037
H  4.89311  -1.79575  -1.29640
H  5.39551  -1.90016  0.41049